Record 1
# C28H22CoN7OSSi

A structure of composition C28H22CoN7OSSi (the ωB97M-V functional and the def2-TZVPD basis, OMol25).

Properties
Total charge ... -1
Multiplicity ... 2
LUMO energy (alpha / beta) ... 2.04 / 1.93 eV
ΔE to the lowest compared entry with this formula, charge and spin ... 51.6 kJ/mol
Electronic energy ... -3609.215979 a.u.
HOMO-LUMO gap (alpha / beta) ... 5.70 / 6.96 eV

Each line ends with the Löwdin charge.
CARTESIAN COORDINATES (ANGSTROEM)
Co 1.8340 -0.0602 0.7849  0.198
N 3.6960 3.4982 -0.9406  0.050
C 3.0880 2.4563 -0.2839  -0.869
S 3.5730 0.8616 -0.7029  0.672
N 2.1978 2.7707 0.6177  -0.012
N 1.6844 1.7168 1.2824  -0.163
C 0.9049 2.0215 2.2869  -0.101
C 0.4346 0.9515 3.0897  -0.251
C -0.3639 1.1169 4.2341  -0.021
C -0.7471 0.0132 4.9549  -0.078
C -0.3116 -1.2520 4.5518  -0.064
C 0.5042 -1.3405 3.4416  -0.137
N 0.8535 -0.2843 2.7102  0.077
H 4.1290 3.2306 -1.8086  0.062
H 3.1663 4.3569 -0.9656  0.082
H 0.6681 3.0591 2.4811  0.126
H -0.6631 2.1174 4.5187  0.111
H -1.3699 0.1177 5.8344  0.101
H -0.6062 -2.1470 5.0808  0.099
H 0.8962 -2.2950 3.1098  0.100
O 2.1779 -1.7558 0.5061  -0.274
N 1.7022 -2.8781 0.8434  0.005
C 2.1563 -3.9234 0.2062  -0.307
C 3.1045 -3.8882 -0.8576  -0.185
N 3.8740 -3.8584 -1.7127  0.154
C 1.7036 -5.1940 0.6559  -0.204
N 1.3702 -6.2312 1.0277  0.131
C 1.0884 1.0912 -4.9953  -0.112
C 1.6983 0.0504 -4.3076  -0.094
C 1.3234 -0.2374 -3.0049  -0.137
C 0.3285 0.4956 -2.3538  -0.283
C -0.2909 1.5208 -3.0715  -0.104
C 0.0861 1.8218 -4.3745  -0.105
Si -0.0715 0.1140 -0.5212  0.777
C -1.1331 -1.4789 -0.5833  -0.272
C -1.2976 -2.2862 0.5414  -0.127
C -2.0236 -3.4676 0.4896  -0.092
C -2.6264 -3.8582 -0.6974  -0.107
C -2.5011 -3.0548 -1.8218  -0.099
C -1.7561 -1.8846 -1.7653  -0.091
C -1.3096 1.4665 0.0305  -0.268
C -1.0001 2.8232 -0.1117  -0.140
C -1.8900 3.8139 0.2764  -0.098
C -3.1107 3.4695 0.8424  -0.114
C -3.4319 2.1304 1.0092  -0.102
C -2.5400 1.1444 0.6067  -0.090
H 1.3910 1.3300 -6.0080  0.090
H 2.4797 -0.5288 -4.7850  0.099
H 1.8263 -1.0393 -2.4745  0.088
H -1.0837 2.0937 -2.6081  0.087
H -0.4035 2.6292 -4.9080  0.091
H -0.8419 -1.9899 1.4727  0.064
H -2.1010 -4.0949 1.3701  0.098
H -3.1857 -4.7847 -0.7454  0.093
H -2.9747 -3.3526 -2.7505  0.094
H -1.6493 -1.2730 -2.6549  0.096
H -0.0365 3.1040 -0.5222  0.088
H -1.6318 4.8573 0.1354  0.095
H -3.8052 4.2418 1.1516  0.090
H -4.3817 1.8532 1.4525  0.093
H -2.8008 0.1001 0.7400  0.092

Atoms 1-6, force components in eV/Å:
Co -0.50 1.91 1.37
N -0.19 0.11 -0.04
C 0.32 -0.73 -0.37
S -0.23 -0.20 0.62
N -0.04 0.81 0.16
N -0.76 0.49 -0.06

---

Record 2
# C3H7NO2

A cluster of 2 separate species, C3H7NO2 in total (the ωB97M-V functional and the def2-TZVPD basis, OMol25).

Properties
LUMO energy ... 0.28 eV
ΔE to the lowest compared entry with this formula, charge and spin ... 273.8 kJ/mol
Electronic energy ... -323.676685 a.u.
HOMO-LUMO gap ... 9.05 eV

Each line ends with the Löwdin charge.
CARTESIAN COORDINATES (ANGSTROEM)
C -0.1391 -0.4276 -1.4064  -0.138
C -0.9047 0.2086 -2.3222  0.024
N -0.3799 0.0396 -0.0275  0.107
H 0.7755 -1.0052 -1.4855  0.122
H -0.4734 0.2137 -3.3988  0.095
H -1.7785 0.8690 -2.1377  0.076
H 0.5903 0.2923 0.3776  0.100
H -1.0178 0.8174 -0.0003  0.130
H -0.8355 -0.7504 0.5421  0.190
O 1.6220 -0.4092 1.3963  -0.128
C 1.0307 -0.0816 2.4631  -0.568
O 0.0097 0.6456 2.6182  -0.109
H 1.5009 -0.4122 3.3810  0.099

Atoms 1-6, force components in eV/Å:
C -1.82 2.76 -0.18
C 2.41 -0.68 -1.92
N -1.02 -2.48 -0.18
H -0.30 0.00 -0.39
H -1.36 -0.38 1.75
H 0.87 -0.63 0.18

---

Record 3
# C29H23BrN6O2RhS2

A structure of composition C29H23BrN6O2RhS2 (the ωB97M-V functional and the def2-TZVPD basis, OMol25).

Properties
Total charge ... +1
LUMO energy ... -3.92 eV
ΔE to the lowest compared entry with this formula, charge and spin ... 0.0 kJ/mol
Electronic energy ... -5078.558536 a.u.
HOMO-LUMO gap ... 6.47 eV

Each line ends with the Löwdin charge.
CARTESIAN COORDINATES (ANGSTROEM)
Rh 2.4902 0.0092 -0.3480  1.171
Br -2.2492 -9.3977 7.6486  0.767
C -1.6304 -7.8365 6.7856  -0.687
C -1.5215 -6.6579 7.5032  -0.115
C -1.0675 -5.5195 6.8561  -0.016
C -0.7225 -5.5663 5.5134  -0.249
C -0.8407 -6.7563 4.8004  -0.020
C -1.2962 -7.8939 5.4375  -0.117
N -0.2587 -4.3384 4.9586  0.077
N 0.1300 -4.3969 3.7881  0.072
C 0.5344 -3.1533 3.2317  -0.189
C 0.3561 -1.9288 3.8299  0.017
C 0.7698 -0.7266 3.2196  0.032
C 1.3800 -0.7610 1.9995  -0.296
O 1.8461 0.3441 1.3534  -0.188
C 1.5570 -1.9965 1.3864  -0.158
N 2.1514 -1.9212 0.1657  -0.045
C 2.3495 -3.0119 -0.5392  -0.077
C 1.9775 -4.2729 -0.0428  -0.018
C 1.3829 -4.3741 1.1897  0.041
C 1.1453 -3.2080 1.9564  -0.077
H -1.7885 -6.6313 8.5499  0.105
H -0.9724 -4.5802 7.3849  0.116
H -0.5815 -6.7811 3.7517  0.103
H -1.3977 -8.8252 4.8984  0.104
H -0.1246 -1.9014 4.7986  0.115
H 0.6160 0.2302 3.7019  0.129
H 2.8048 -2.8969 -1.5149  0.125
H 2.1614 -5.1479 -0.6486  0.116
H 1.0816 -5.3324 1.5877  0.118
C -2.5937 7.3951 -3.2127  -0.068
C -2.2949 5.9374 -3.0057  -0.737
O -1.4025 5.5346 -2.2991  0.010
S -3.3943 4.8637 -3.9164  1.036
C -2.6372 3.3184 -3.5005  -0.538
C -2.9524 2.7042 -2.2954  -0.075
C -2.1956 1.6358 -1.8491  -0.015
C -1.1193 1.1801 -2.6129  -0.273
C -0.8887 1.7191 -3.8799  -0.034
C -1.6445 2.7934 -4.3184  -0.079
C -0.1125 0.3654 -1.9830  -0.092
C 0.8734 0.0903 -1.3391  -0.117
H -2.4705 7.9220 -2.2685  0.092
H -3.5937 7.5571 -3.6095  0.070
H -1.8667 7.7907 -3.9241  0.095
H -3.7535 3.0976 -1.6839  0.117
H -2.3900 1.1915 -0.8824  0.123
H -0.0766 1.3378 -4.4843  0.122
H -1.4339 3.2539 -5.2744  0.113
C 6.8843 3.9623 0.3205  -0.088
C 5.7550 3.3767 1.1714  -0.233
C 4.5354 3.0834 0.3656  -0.578
N 4.1883 1.9259 -0.0527  -0.003
N 3.0266 1.9169 -0.7791  -0.164
C 2.4791 3.1199 -0.9301  -0.640
N 1.3493 3.3440 -1.5729  0.180
S 3.4454 4.3446 -0.1831  1.154
H 7.7628 4.1402 0.9380  0.080
H 6.5922 4.9119 -0.1293  0.073
H 7.1598 3.2762 -0.4797  0.083
H 5.4911 4.0650 1.9763  0.115
H 6.0631 2.4379 1.6310  0.119
H 0.8479 2.5504 -1.9454  0.077
H 0.9716 4.2661 -1.7575  0.118

Atoms 1-6, force components in eV/Å:
Rh 0.22 -0.58 -1.60
Br 0.01 0.03 -0.02
C -0.01 -0.03 0.01
C 0.00 0.03 0.01
C -0.01 0.03 0.05
C 0.12 0.08 -0.03

---

Record 4
# C18H24N2O5S

The molecule C18H24N2O5S (the ωB97M-V functional and the def2-TZVPD basis, OMol25).

Properties
SMILES string ... CCOC(=O)c1c(S(=O)(=O)Nc2ccccc2OCC)c(C)n(C)c1C
LUMO energy ... 0.52 eV
ΔE to the lowest compared entry with this formula, charge and spin ... 108.3 kJ/mol
Electronic energy ... -1584.207926 a.u.
HOMO-LUMO gap ... 8.91 eV

Each line ends with the Löwdin charge.
CARTESIAN COORDINATES (ANGSTROEM)
C -1.4675 -4.0858 -1.6146  -0.056
C -1.6274 -3.1717 -0.4082  -0.204
H -2.3509 -2.3789 -0.6209  0.109
H -1.9385 -3.7329 0.4755  0.126
O -0.3865 -2.5678 -0.0309  -0.008
C 0.0011 -1.5038 -0.7496  -0.432
O -0.6270 -1.0766 -1.6909  0.103
C 1.2478 -0.9137 -0.2652  -0.050
C 2.2620 -1.5120 0.4624  -0.191
N 3.2432 -0.5875 0.6540  -0.048
C 2.8850 0.6036 0.0814  -0.232
C 1.6571 0.4305 -0.5058  -0.168
S 0.7222 1.6964 -1.3359  0.690
O 0.7365 1.5098 -2.7512  -0.264
O 1.1761 2.9682 -0.8436  -0.299
N -0.8620 1.4784 -0.8330  -0.031
C -1.1089 1.1655 0.5001  -0.230
C -0.2852 1.6472 1.5121  -0.022
C -0.5081 1.2883 2.8289  -0.075
C -1.5527 0.4425 3.1582  -0.086
C -2.4024 -0.0128 2.1651  -0.008
C -2.1992 0.3494 0.8431  -0.236
O -3.0444 -0.1423 -0.1340  -0.094
C -3.9495 0.8095 -0.6800  -0.232
C -5.0561 1.1819 0.3014  -0.062
H -5.7534 1.8642 -0.1766  0.076
H -4.6332 1.6676 1.1786  0.074
H -5.5935 0.2917 0.6197  0.078
H -4.3680 0.3170 -1.5613  0.127
H -3.4129 1.7126 -0.9945  0.118
H -3.2333 -0.6612 2.3989  0.122
H -1.7177 0.1490 4.1837  0.100
H 0.1442 1.6689 3.6007  0.103
H 0.5241 2.3066 1.2453  0.100
H -1.3231 0.8488 -1.4820  0.098
C 3.7448 1.8127 0.1333  -0.012
H 3.9964 2.0698 1.1623  0.089
H 3.1974 2.6402 -0.3080  0.064
H 4.6680 1.6613 -0.4262  0.093
C 4.4741 -0.8569 1.3450  -0.002
H 5.0682 0.0505 1.4040  0.085
H 4.2707 -1.2148 2.3560  0.101
H 5.0498 -1.6196 0.8161  0.101
C 2.4057 -2.9003 0.9674  0.001
H 3.3151 -3.3603 0.5800  0.087
H 2.4589 -2.9078 2.0562  0.091
H 1.5486 -3.4891 0.6618  0.075
H -0.7193 -4.8506 -1.4166  0.076
H -2.4167 -4.5667 -1.8332  0.078
H -1.1597 -3.5045 -2.4798  0.075

Atoms 1-6, force components in eV/Å:
C 0.14 0.27 0.27
C -0.46 -0.16 -0.33
H 0.09 -0.15 0.12
H 0.02 0.10 -0.08
O 0.24 0.02 0.13
C -0.06 -0.17 -0.07

---

Record 5
# C27H36AlClO2P2Si

A structure of composition C27H36AlClO2P2Si (the ωB97M-V functional and the def2-TZVPD basis, OMol25).

Properties
Total charge ... +2
LUMO energy (alpha / beta) ... -8.07 / -8.07 eV
ΔE to the lowest compared entry with this formula, charge and spin ... 38.9 kJ/mol
Electronic energy ... -2875.191164 a.u.
HOMO-LUMO gap (alpha / beta) ... 4.32 / 4.32 eV

Each line ends with the Löwdin charge.
CARTESIAN COORDINATES (ANGSTROEM)
C 0.6169 -0.3102 -6.6371  0.006
C 0.7355 -0.2579 -5.1781  -0.392
H 1.5174 -0.1935 -7.2581  0.136
H -0.0411 0.5128 -6.9406  0.122
H 0.1357 -1.2530 -6.9296  0.132
O 1.6496 -0.2692 -4.3256  0.076
Cl -1.1180 -0.2863 -4.3059  0.761
Al 0.3123 -0.1184 -2.5818  -0.040
P -0.0024 2.1579 -2.2285  0.793
C 1.2957 3.0535 -1.2998  -0.194
C -0.0333 3.0735 -3.8238  -0.241
H 0.0720 4.1452 -3.5762  0.067
H -1.6322 3.8289 -1.5983  0.082
H -0.9844 2.8948 -4.3507  0.055
H -2.3616 2.1909 -1.6342  0.057
H 2.2878 2.6417 -1.5343  0.068
H 0.8130 2.7542 -4.4588  0.054
C -1.4780 2.7710 -1.3322  -0.187
H 1.2494 4.1012 -1.6241  0.072
H -1.3386 2.6982 -0.2413  0.042
H 1.1058 2.9940 -0.2162  0.041
P 0.2992 -2.3295 -1.9749  0.787
C 1.5066 -3.0837 -0.8296  -0.193
C -1.2438 -2.9731 -1.2299  -0.184
H -0.2189 -3.1976 -4.2098  0.045
H 0.4920 -4.4250 -3.1012  0.065
H 1.5619 -3.1938 -3.8692  0.067
C 0.5554 -3.3827 -3.4497  -0.243
H -2.1116 -2.5759 -1.7726  0.060
H -1.2325 -4.0719 -1.3108  0.082
H 1.5208 -4.1634 -1.0215  0.075
H 1.2123 -2.9138 0.2123  0.057
H -1.3199 -2.6876 -0.1683  0.039
H 2.5080 -2.6798 -1.0146  0.069
C 0.9975 -0.0432 -0.3537  -0.441
O 2.2077 0.0442 -0.4689  -0.081
C -0.2686 4.3886 3.1108  -0.062
C 0.9959 3.8474 2.8435  -0.064
C 1.1112 2.5433 2.3438  -0.110
C -0.0304 1.7474 2.1497  -0.291
C -1.2877 2.2863 2.4593  -0.103
C -1.4108 3.6028 2.9151  -0.067
Si 0.1918 0.0054 1.5254  0.734
C 1.2504 -0.7067 2.9016  -0.284
C 2.4477 -1.3701 2.6070  -0.102
C 3.2272 -1.8876 3.6518  -0.071
C 2.8510 -1.6860 4.9862  -0.067
C 1.6833 -0.9789 5.2905  -0.058
C 0.8939 -0.4772 4.2461  -0.086
C -1.4362 -0.9018 1.6747  -0.287
C -1.6158 -2.0217 2.5105  -0.078
C -2.8716 -2.6227 2.6389  -0.057
C -3.9742 -2.1323 1.9337  -0.059
C -3.7997 -1.0409 1.0771  -0.072
C -2.5436 -0.4221 0.9625  -0.140
H -0.3683 5.4110 3.4832  0.114
H 1.8955 4.4485 3.0134  0.115
H 2.0963 2.1363 2.0836  0.117
H -2.1881 1.6818 2.3096  0.095
H -2.4073 4.0029 3.1191  0.113
H 2.7778 -1.4256 1.5631  0.082
H 4.1157 -2.4598 3.3804  0.108
H 3.4895 -2.0839 5.7742  0.112
H 1.3832 -0.8307 6.3312  0.114
H 0.0197 0.1382 4.4804  0.115
H -0.7565 -2.4142 3.0573  0.106
H -2.9891 -3.4540 3.3267  0.113
H -4.9636 -2.5592 2.0897  0.115
H -4.6395 -0.6445 0.5114  0.106
H -2.4152 0.4278 0.2859  0.081

Atoms 1-6, force components in eV/Å:
C -0.31 0.37 -0.62
C 3.38 -0.53 2.83
H 0.28 -0.12 0.92
H -0.25 -0.18 0.09
H -0.14 0.12 0.23
O -4.50 0.40 -3.12

---

Record 6
# C4H6O

A cluster of 2 separate species, C4H6O in total (the ωB97M-V functional and the def2-TZVPD basis, OMol25).

Properties
LUMO energy (alpha / beta) ... -0.55 / -0.55 eV
ΔE to the lowest compared entry with this formula, charge and spin ... 488.2 kJ/mol
Electronic energy ... -231.037772 a.u.
HOMO-LUMO gap (alpha / beta) ... 9.00 / 9.00 eV

Each line ends with the Löwdin charge.
CARTESIAN COORDINATES (ANGSTROEM)
O 1.4149 -0.4084 -1.3036  -0.156
C 0.1407 -0.7637 -1.1030  -0.487
C -0.3290 -0.6356 0.3231  -0.130
C 0.1050 0.9168 0.6782  -0.162
C -0.2892 1.8452 1.3486  0.157
H 1.2906 0.8348 -0.3905  0.263
H -0.6169 -0.3965 -1.8206  0.121
H -0.0248 -1.8789 -1.0098  0.131
H -1.4020 -0.8594 0.4525  0.118
H 0.2959 -1.1867 1.0348  0.113
H -0.7178 2.5776 1.9609  0.032

Atoms 1-6, force components in eV/Å:
O -0.02 3.12 2.04
C -1.29 -2.52 0.39
C 0.95 2.74 0.54
C -0.60 -1.73 -0.58
C 0.11 -0.40 -0.19
H -0.33 -2.66 -1.27

---

Record 7
# C5H11NO

The molecule C5H11NO (the ωB97M-V functional and the def2-TZVPD basis, OMol25).

Properties
SMILES string ... CC[C@@H](C)NC=O
LUMO energy ... 0.90 eV
ΔE to the lowest compared entry with this formula, charge and spin ... 236.8 kJ/mol
Electronic energy ... -327.041140 a.u.
HOMO-LUMO gap ... 10.32 eV

Each line ends with the Löwdin charge.
CARTESIAN COORDINATES (ANGSTROEM)
C 1.5447 1.1084 -0.4496  -0.127
C 1.3575 -0.3264 -0.0536  -0.127
C -0.4095 -0.6347 0.5111  -0.311
C -0.4207 -0.5630 2.0304  -0.081
N -1.2739 0.3186 -0.1061  -0.017
C -1.8298 -0.0794 -1.3212  -0.353
O -2.0134 -1.2124 -1.7125  0.029
H 1.8558 1.2936 -1.4796  0.068
H 0.4215 1.6852 -0.5098  0.093
H 2.0737 1.7314 0.2763  0.070
H 1.5105 -1.0389 -0.8772  0.089
H 1.8735 -0.6342 0.8592  0.076
H -0.5087 -1.6287 0.0744  0.117
H 0.3205 -1.2602 2.4315  0.071
H -0.1520 0.4535 2.3439  0.079
H -1.3917 -0.7948 2.4891  0.078
H -0.6867 1.2913 -0.2636  0.119
H -2.1036 0.7979 -1.9280  0.125

Atoms 1-6, force components in eV/Å:
C -2.61 1.49 -0.06
C -2.81 -0.42 0.83
C 2.88 0.31 -0.53
C 0.15 0.01 -0.14
N 1.39 1.33 -1.11
C 0.06 0.18 -0.08

---

Record 8
# C8H11N5O4

The molecule C8H11N5O4 (the ωB97M-V functional and the def2-TZVPD basis, OMol25).

Properties
SMILES string ... CC(C)[NH2+][C@@H]1C(=[N+]([O-])[O-])C=Nc2no[n+]([O-])c21
LUMO energy ... -0.46 eV
ΔE to the lowest compared entry with this formula, charge and spin ... 0.0 kJ/mol
Electronic energy ... -885.889404 a.u.
HOMO-LUMO gap ... 7.80 eV

Each line ends with the Löwdin charge.
CARTESIAN COORDINATES (ANGSTROEM)
O 2.2166 0.3518 -1.7825  -0.047
N 1.6121 1.4740 -1.6044  -0.328
C 0.2373 1.5087 -1.2744  -0.133
C -0.4926 0.2126 -1.1977  -0.131
C -1.7917 0.5171 -0.6439  -0.106
N -2.7224 -0.3719 -0.2551  -0.162
O -2.7480 -1.5824 -0.1574  0.030
O -3.7599 0.4488 0.4133  0.000
N -3.4906 1.7848 0.2714  0.136
C -2.3069 1.8329 -0.4339  -0.304
N -1.5852 2.9443 -0.5385  0.088
C -0.3480 2.7854 -1.0220  -0.033
O 2.1606 2.5784 -1.8192  0.019
H -0.6045 -0.2775 -2.2412  0.197
H 0.2142 3.7265 -1.1476  0.132
C 2.3061 -0.9630 1.1375  -0.060
C 0.7854 -0.8750 1.1901  -0.297
C 0.2425 -2.1456 1.8057  -0.069
N 0.2695 -0.8802 -0.3396  0.113
H 2.7631 -0.8147 2.1308  0.099
H 2.6269 -1.9670 0.8248  0.093
H 2.7438 -0.2287 0.4585  0.069
H 0.4059 0.0579 1.6603  0.158
H 0.4387 -2.2010 2.8848  0.100
H -0.8277 -2.2576 1.6783  0.073
H 0.7460 -3.0222 1.4019  0.087
H -0.2302 -1.8004 -0.4486  0.157
H 1.1389 -0.8361 -0.9519  0.117

Atoms 1-6, force components in eV/Å:
O -1.07 1.34 0.54
N -0.25 1.19 -1.39
C 1.43 0.08 0.12
C 0.37 -0.53 -0.82
C -2.67 -0.47 0.33
N 0.70 2.82 0.92

---

- What is the electronic energy in the fourth record?
  -1584.207926 a.u.

---

- Which of these has the lowest electronic energy?
  C29H23BrN6O2RhS2

---

- The highest ΔE to the lowest compared entry with this formula, charge and spin belongs to which entry?
  C4H6O